## w
The following is a DFT calculation (wB97M-V/def2-TZVPD) of a single C2H4ClNO2 molecule.

Calculated values
* SMILES: C[C@@H](Cl)[N+](=O)[O-]
* highest occupied orbital energy: -11.51 eV
* total charge: 0

Each line ends with the Mulliken charge.
Cartesian coordinates (Å):
1 C -0.38621 0.06226 0.00399  -1.084
2 C 1.03522 -0.56818 0.08670  -0.010
3 N 1.01580 -1.99815 0.04851  0.868
4 O 1.82297 -2.56911 -0.61948  -0.541
5 O 0.10709 -2.54875 0.63745  -0.515
6 Cl 2.03733 -0.31482 1.84070  -0.213
7 H -0.73525 -0.05257 -0.98311  0.375
8 H -0.43426 1.04617 0.46618  0.327
9 H -0.98338 -0.70316 0.47681  0.386
10 H 1.70362 -0.17729 -0.66787  0.407

***

## x
The following is a DFT calculation (wB97M-V/def2-TZVPD) of 2 unconnected molecules or ions with the total composition C2H4ClNO2.

Calculated values
* SMILES: O=C1O[C@@H]1Cl.N
* highest occupied orbital energy: -10.46 eV
* total charge: 0

Each line ends with the Mulliken charge.
Cartesian coordinates (Å):
1 C 1.72768 0.31197 -0.26004  0.510
2 C 1.06523 -0.94524 0.10881  0.069
3 N -2.01571 0.46312 -0.09640  -0.709
4 O 2.30708 1.05158 -0.94123  -0.434
5 O 1.58249 0.06308 1.03877  -0.324
6 Cl 1.97710 -2.45441 0.00618  -0.164
7 H 0.02093 -0.99401 0.12651  0.353
8 H -2.28581 0.77257 0.84531  0.227
9 H -2.95709 0.48266 -0.46503  0.240
10 H -1.42191 1.24868 -0.36288  0.232

***

## y
The following is a DFT calculation (wB97M-V/def2-TZVPD) of 2 unconnected molecules or ions with the total composition C2H4ClNO2.

Calculated values
* highest occupied orbital energy (spin up / spin down): -9.05 / -8.53 eV
* total charge: 0

Each line ends with the Mulliken charge.
Cartesian coordinates (Å):
1 C 1.13963 0.08807 0.20588  -0.782
2 C 0.21665 -0.92795 -0.27252  0.059
3 N -1.49186 0.79302 -0.18355  0.571
4 O -0.93418 1.68179 0.35867  -0.490
5 O -2.64781 0.59154 -0.50236  -0.503
6 Cl -0.19972 -2.30469 0.65775  -0.101
7 H 1.77315 -0.23506 1.06474  0.339
8 H 0.50346 0.96352 0.62583  0.323
9 H 1.76093 0.46258 -0.60106  0.256
10 H -0.12024 -1.11282 -1.35339  0.328

***

Relative to the most stable structure, the computed energies are w 195.3; x 0.0; y 348.7, all in kJ/mol.